# 1
# C16H15F3N2O2

One molecule with the formula C16H15F3N2O2 (ωB97M-V/def2-TZVPD, OMol25).

```
38
Properties=species:S:1:pos:R:3:forces:R:3
C 0.10856 -1.62651 -0.80113 0.117 -0.261 -0.004
N -0.33027 -0.27126 -0.57880 -0.163 -0.065 -0.145
C -1.74784 -0.01005 -0.70841 -0.194 0.238 0.200
C -2.53749 -0.49248 0.51817 0.080 0.139 -0.213
C -3.98372 -0.12332 0.36707 0.129 0.118 0.185
C -4.43111 1.16483 0.64828 -0.111 -0.067 -0.037
C -5.77036 1.45866 0.46296 0.022 -0.068 -0.028
C -6.61624 0.46085 0.00209 0.056 0.020 0.018
C -6.07218 -0.78755 -0.25274 -0.363 0.130 -0.050
N -4.79389 -1.07422 -0.07785 0.254 -0.386 -0.084
C 0.48432 0.74382 -0.21252 0.218 -0.073 -0.035
O 0.09002 1.88536 -0.06025 -0.023 0.320 0.064
C 1.93047 0.40247 0.00400 0.139 0.166 0.149
C 2.32528 -0.38554 1.08116 0.026 0.122 -0.202
C 3.66509 -0.61391 1.32203 0.317 0.048 -0.087
C 4.61762 -0.05391 0.48146 0.009 -0.069 0.076
O 5.94932 -0.36279 0.81484 -1.158 -0.199 0.448
C 6.94502 0.07359 0.07370 1.430 0.472 -0.947
F 6.90198 -0.33732 -1.20782 -0.313 -0.202 -0.057
F 7.05330 1.41247 0.01656 -0.296 0.185 0.206
F 8.08711 -0.37959 0.57981 -0.015 -0.197 0.299
C 4.24534 0.74378 -0.58575 0.133 0.024 -0.048
C 2.89695 0.97462 -0.80990 -0.123 -0.142 0.150
H 1.17423 -1.64971 -1.01907 -0.094 -0.072 -0.008
H -0.08639 -2.25938 0.06914 0.027 -0.074 -0.042
H -0.43315 -2.03959 -1.65342 0.027 -0.014 0.002
H -2.12639 -0.50409 -1.60740 0.031 0.025 0.020
H -1.86639 1.07098 -0.81478 -0.036 -0.181 -0.062
H -2.46077 -1.57638 0.60549 -0.022 0.019 0.085
H -2.12041 -0.02183 1.41020 0.061 -0.014 0.012
H -3.73985 1.91269 1.00562 0.089 0.079 0.042
H -6.14993 2.44795 0.67470 -0.020 0.062 0.017
H -7.66730 0.64688 -0.15399 -0.088 -0.010 -0.018
H -6.68515 -1.60342 -0.61401 -0.128 0.004 -0.026
H 1.58352 -0.81247 1.73879 -0.083 -0.075 0.073
H 3.99396 -1.21787 2.15158 0.030 -0.079 0.119
H 4.97238 1.19582 -1.24095 0.060 -0.009 0.002
H 2.59439 1.60847 -1.62885 -0.024 0.087 -0.074
```
Forces are in eV/Å.

LUMO energy in hartree: 0.0245
Frontier orbital gap in Ha: 0.3656
2S+1: 1

Quick look at the Löwdin charges, all values in e: number 1, C, carries -0.036; number 2, N, carries -0.098; number 3, C, carries -0.144; number 4, C, carries -0.114; number 5, C, carries -0.305; number 6, C, carries -0.021; number 7, C, carries -0.067; number 8, C, carries -0.071; number 9, C, carries -0.146; number 10, N, carries 0.107; number 11, C, carries -0.435; number 12, O, carries 0.074; number 13, C, carries -0.157; number 14, C, carries -0.019; number 15, C, carries 0.017; number 16, C, carries -0.191; number 17, O, carries 0.140; number 18, C, carries -0.737; number 19, F, carries 0.158; number 20, F, carries 0.161; number 21, F, carries 0.181; number 22, C, carries 0.009; number 23, C, carries 0.007; number 24, H, carries 0.092; number 25, H, carries 0.092; number 26, H, carries 0.096; number 27, H, carries 0.131; number 28, H, carries 0.121; number 29, H, carries 0.111; number 30, H, carries 0.124; number 31, H, carries 0.117; number 32, H, carries 0.106; number 33, H, carries 0.098; number 34, H, carries 0.103; number 35, H, carries 0.124; number 36, H, carries 0.125; number 37, H, carries 0.117; number 38, H, carries 0.128

=====

# 2
# H4NO2PS

One molecule with the formula H4NO2PS (ωB97M-V/def2-TZVPD, OMol25).

```
9
Properties=species:S:1:pos:R:3:forces:R:3
N 0.87703 0.35245 1.11114 -0.905 -0.066 -1.637
S -0.28874 0.67616 -0.13476 1.048 1.666 -0.134
O 0.40343 1.16361 -1.30462 0.386 -0.781 0.639
O -1.37973 1.51943 0.28921 0.658 -0.591 1.050
P -1.10798 -1.23915 -0.46877 0.383 -1.328 1.570
H 1.69682 -0.19827 0.84476 -0.592 0.538 -0.030
H 0.82895 0.64641 2.07159 -0.519 0.185 -0.119
H 0.21389 -1.75974 -0.59316 -0.306 -0.117 0.039
H -1.24367 -1.16089 -1.81540 -0.154 0.493 -1.378
```
Forces are in eV/Å.

LUMO energy in hartree: 0.0178
Frontier orbital gap in Ha: 0.3989
2S+1: 1

Quick look at the Löwdin charges, all values in e: number 1, N, carries -0.126; number 2, S, carries 0.301; number 3, O, carries -0.379; number 4, O, carries -0.378; number 5, P, carries 0.719; number 6, H, carries 0.061; number 7, H, carries 0.057; number 8, H, carries -0.112; number 9, H, carries -0.143

=====

# 3
# C7H23BrCuN7O4

C7H23BrCuN7O4 as an isolated structure (ωB97M-V/def2-TZVPD, OMol25).

```
43
Properties=species:S:1:pos:R:3:forces:R:3
Cu 0.47362 -0.45247 0.06570 0.438 0.191 -0.324
Br -0.36654 0.33632 -2.46158 0.419 -0.410 0.774
C 2.85563 -2.13733 -1.22225 -3.431 0.393 1.336
O 1.74415 -2.05020 -0.70111 -1.901 0.475 1.858
N 3.94271 -2.42263 -0.63905 4.456 -1.340 3.448
N 2.96856 -2.00224 -2.46812 0.003 0.956 -6.923
H 3.93989 -2.64160 0.34692 0.152 0.087 -0.190
H 4.73950 -2.63087 -1.22374 0.070 -0.054 0.668
H 3.84902 -2.02115 -2.96262 -0.272 0.044 0.116
H 2.13564 -1.81034 -3.00618 0.055 0.196 0.096
C 3.35161 1.37199 -0.12227 -2.233 -0.275 1.310
O 2.28162 0.79444 0.00802 -1.200 -0.798 -0.225
N 3.53232 2.41637 -0.88598 0.427 2.084 -2.367
N 4.37376 1.15155 0.65783 2.800 -1.186 1.617
H 2.74123 2.97402 -1.17461 0.304 -0.254 -0.292
H 4.48358 2.75561 -0.89640 -0.579 0.687 -0.406
H 4.28398 0.54384 1.45953 0.072 -0.057 -0.240
H 5.16623 1.76921 0.55489 0.010 -0.398 0.618
C -1.68972 -2.96601 0.53879 -2.063 1.185 0.133
O -0.97441 -2.01358 0.33835 1.847 1.394 -0.718
N -2.99389 -2.91538 0.26413 -0.679 1.422 -1.509
N -1.45127 -4.06744 1.12922 3.381 -4.635 2.755
H -3.61453 -3.48426 0.82205 -0.513 0.871 -0.556
H -3.05032 -2.00245 -0.16421 -2.022 0.034 0.102
H -2.18448 -4.69678 1.42321 0.331 0.133 -0.300
H -0.51538 -4.28575 1.43994 -0.141 0.097 0.070
C -2.67962 1.67464 2.43105 0.034 0.686 -1.863
C -1.92180 1.40845 1.04490 -2.960 2.115 -0.262
C -1.92788 2.60614 -0.05266 -0.970 -1.493 -1.530
O -3.17862 2.86190 -0.80928 -0.104 -1.077 1.471
C -3.74399 1.74265 -1.59688 1.702 1.071 0.368
N -0.56652 1.10356 1.36097 1.457 -0.508 -0.459
H -1.92650 2.03401 3.13230 -0.236 -0.509 0.449
H -3.25152 0.77958 2.67576 0.501 -0.041 0.607
H -3.41114 2.48156 2.38790 -0.076 0.066 -0.394
H -2.42255 0.54864 0.59984 0.225 0.038 -0.285
H -1.23616 2.34263 -0.85277 0.351 -0.729 0.226
H -1.51773 3.57598 0.22890 -0.658 0.096 0.907
H -4.10051 0.86356 -1.06005 -0.269 0.318 0.683
H -2.92400 1.35818 -2.20343 -0.203 0.079 -0.465
H -4.54384 2.20126 -2.17828 0.139 -0.166 0.037
H -0.53775 0.89123 2.34798 0.291 -1.137 0.256
H -0.13223 2.01329 1.42333 1.046 0.351 -0.596
```
Forces are in eV/Å.

LUMO energy (spin up / spin down) in hartree: 0.0184 / -0.0510
Frontier orbital gap (spin up / spin down) in Ha: 0.1059 / 0.2381
2S+1: 3

Quick look at the Löwdin charges, all values in e: number 1, Cu, carries 0.409; number 2, Br, carries -0.146; number 3, C, carries -0.824; number 4, O, carries -0.065; number 5, N, carries 0.197; number 6, N, carries 0.202; number 7, H, carries 0.117; number 8, H, carries 0.118; number 9, H, carries 0.122; number 10, H, carries 0.115; number 11, C, carries -0.773; number 12, O, carries -0.066; number 13, N, carries 0.172; number 14, N, carries 0.157; number 15, H, carries 0.127; number 16, H, carries 0.102; number 17, H, carries 0.097; number 18, H, carries 0.099; number 19, C, carries -0.768; number 20, O, carries -0.032; number 21, N, carries 0.162; number 22, N, carries 0.182; number 23, H, carries 0.109; number 24, H, carries 0.114; number 25, H, carries 0.118; number 26, H, carries 0.124; number 27, C, carries -0.039; number 28, C, carries -0.380; number 29, C, carries -0.156; number 30, O, carries -0.224; number 31, C, carries -0.091; number 32, N, carries 0.014; number 33, H, carries 0.064; number 34, H, carries 0.068; number 35, H, carries 0.069; number 36, H, carries 0.099; number 37, H, carries 0.019; number 38, H, carries 0.114; number 39, H, carries 0.064; number 40, H, carries -0.005; number 41, H, carries 0.083; number 42, H, carries 0.050; number 43, H, carries 0.083

=====

For the records above, the corresponding calculated total energy values read -1178.329974 -947.117234 -5179.165242 a.u..